Molecular formula: C45H45F15O45
Method: DFT, ωB97M-V with the def2-TZVPD basis set

Summary:
Calculated total energy, Ha: -6625.458124
F_max, eV/A: 6.76
ΔE to the lowest compared entry with this formula, charge and spin, kJ/mol: 935.2

Each line ends with the Mulliken charge.
Geometry (Å):
C  1.234  3.794  -2.426  -0.123
C  1.755  2.581  -3.099  0.323
O  1.138  2.621  -4.337  -0.272
C  0.215  3.564  -4.399  0.574
O  -0.358  3.902  -5.397  -0.585
O  0.091  4.106  -3.207  -0.416
F  1.321  1.530  -2.396  -0.079
H  1.998  4.551  -2.604  0.364
H  1.006  3.674  -1.367  -0.125
H  2.833  2.650  -2.952  0.304
C  -3.556  6.479  2.192  -0.333
C  -3.218  6.253  0.751  1.098
O  -2.170  5.312  0.629  -0.124
C  -1.964  4.704  1.882  0.449
O  -1.213  3.776  2.142  -0.361
O  -2.646  5.524  2.830  -0.394
F  -2.878  7.521  0.262  -0.374
H  -4.565  6.162  2.458  0.140
H  -3.301  7.437  2.645  0.312
H  -4.099  5.961  0.179  -0.408
C  -5.909  6.137  -3.055  -0.587
C  -4.762  7.078  -3.461  0.339
O  -3.701  6.563  -2.806  -0.233
C  -3.984  5.308  -2.462  0.152
O  -3.147  4.537  -1.927  -0.097
O  -5.234  4.975  -2.719  -0.134
F  -4.993  8.291  -2.910  -0.311
H  -6.606  5.889  -3.856  0.303
H  -6.422  6.499  -2.165  0.226
H  -4.562  7.235  -4.520  0.335
C  -2.115  -3.443  1.632  0.393
C  -3.564  -3.156  2.016  0.408
O  -3.805  -3.834  3.199  -0.386
C  -2.789  -4.580  3.531  0.485
O  -2.720  -5.422  4.353  -0.490
O  -1.820  -4.355  2.613  -0.225
F  -4.402  -3.562  1.094  -0.334
H  -1.631  -2.467  1.677  -0.314
H  -2.167  -4.035  0.718  0.149
H  -3.798  -2.092  2.052  0.193
C  1.821  -2.134  5.414  0.062
C  1.196  -3.502  5.480  0.259
O  1.924  -4.184  4.515  -0.097
C  3.096  -3.491  4.213  0.472
O  3.866  -3.740  3.318  -0.413
O  3.085  -2.399  4.913  -0.287
F  -0.093  -3.377  5.155  -0.233
H  1.790  -1.493  6.295  0.393
H  1.193  -1.472  4.818  -0.309
H  1.075  -4.067  6.404  0.145
C  1.889  1.045  3.384  0.886
C  1.264  2.278  3.637  0.804
O  2.228  2.895  4.568  -0.406
C  3.288  2.155  4.698  0.708
O  4.320  2.433  5.277  -0.619
O  2.999  0.986  4.236  -0.532
F  0.075  2.001  4.225  -0.334
H  2.216  0.902  2.354  -0.166
H  1.174  0.254  3.606  -0.321
H  1.096  3.000  2.837  0.077
C  5.811  -2.179  1.661  -0.499
C  5.456  -0.799  2.151  1.163
O  5.577  -0.086  0.887  -0.136
C  6.268  -0.893  -0.031  0.488
O  6.532  -0.500  -1.217  -0.629
O  6.643  -1.990  0.591  -0.318
F  6.420  -0.345  2.898  -0.357
H  5.015  -2.863  1.368  0.146
H  6.359  -2.650  2.477  0.314
H  4.491  -0.794  2.658  -0.124
C  -1.001  -0.111  -0.767  -0.209
C  -1.242  0.524  0.625  0.149
O  -0.401  -0.326  1.378  -0.311
C  0.589  -0.874  0.629  0.531
O  1.539  -1.616  0.964  -0.135
O  0.336  -0.569  -0.649  -0.191
F  -2.494  0.519  1.037  -0.196
H  -1.055  0.561  -1.623  0.054
H  -1.831  -0.785  -0.980  0.138
H  -0.901  1.557  0.557  0.314
C  -8.043  3.884  1.706  -0.593
C  -6.959  4.229  0.646  0.362
O  -7.161  3.121  -0.238  -0.157
C  -7.665  2.087  0.500  0.508
O  -7.723  0.908  0.218  -0.492
O  -8.101  2.539  1.782  -0.302
F  -5.782  4.248  1.258  -0.245
H  -9.019  4.228  1.364  0.324
H  -7.885  4.415  2.645  0.391
H  -7.094  5.183  0.137  0.214
C  0.373  -6.822  2.968  -0.043
C  1.587  -7.105  2.102  0.344
O  1.771  -8.422  2.626  -0.334
C  0.616  -8.947  2.866  0.641
O  0.501  -10.080  3.179  -0.569
O  -0.307  -8.018  2.727  -0.362
F  2.455  -6.222  2.488  -0.225
H  -0.101  -5.859  2.776  0.138
H  0.759  -6.734  3.984  0.185
H  1.382  -7.026  1.034  0.230
C  -5.458  1.381  -2.351  -0.029
C  -4.082  1.386  -1.707  0.570
O  -3.097  1.234  -2.815  0.002
C  -3.853  1.222  -4.064  0.291
O  -3.324  1.222  -5.208  -0.493
O  -5.278  1.146  -3.755  -0.379
F  -3.986  0.242  -1.078  -0.364
H  -5.903  2.376  -2.336  0.032
H  -6.067  0.536  -2.029  0.261
H  -3.944  2.206  -1.002  0.072
C  5.318  2.973  1.076  -0.379
C  5.304  4.287  0.323  0.385
O  3.975  4.523  0.017  -0.387
C  3.176  3.669  0.646  0.137
O  1.949  3.636  0.637  -0.352
O  3.957  2.780  1.242  -0.017
F  5.936  4.037  -0.873  -0.310
H  5.837  3.165  2.016  0.213
H  5.652  2.195  0.390  0.242
H  5.669  5.163  0.858  0.324
C  -0.284  1.014  -7.271  -0.599
C  -0.959  -0.066  -6.559  0.933
O  0.057  -1.088  -6.809  -0.371
C  1.268  -0.409  -6.892  0.683
O  2.449  -0.868  -6.776  -0.590
O  1.016  0.886  -6.928  -0.270
F  -2.107  -0.378  -7.333  -0.313
H  -0.698  1.941  -6.874  0.244
H  -0.406  1.022  -8.354  0.299
H  -1.265  0.309  -5.583  -0.003
C  1.630  -4.874  -3.417  -0.511
C  1.019  -4.951  -2.063  0.356
O  1.758  -3.764  -1.601  -0.060
C  2.194  -2.914  -2.554  0.322
O  2.617  -1.813  -2.362  -0.389
O  1.857  -3.537  -3.722  -0.346
F  1.351  -6.112  -1.387  -0.248
H  0.897  -5.211  -4.150  0.322
H  2.570  -5.410  -3.557  0.283
H  -0.061  -4.912  -1.926  0.247
C  4.620  -6.306  -0.535  0.054
C  5.896  -5.597  -0.890  0.157
O  6.511  -5.320  0.327  -0.285
C  5.952  -6.093  1.347  0.647
O  6.236  -6.100  2.541  -0.535
O  4.895  -6.790  0.788  -0.281
F  5.621  -4.453  -1.587  -0.194
H  4.471  -7.036  -1.331  0.315
H  3.882  -5.504  -0.503  0.008
H  6.525  -6.194  -1.550  0.169


Molecular formula: C5H9NO
Method: DFT, ωB97M-V with the def2-TZVPD basis set

Summary:
Calculated total energy, Ha: -325.757837
F_max, eV/A: 1.12
ΔE to the lowest compared entry with this formula, charge and spin, kJ/mol: 471.8

Each line ends with the natural charge from an NBO analysis.
Geometry (Å):
C  0.285  -0.495  -1.755  -0.748
C  1.234  -0.329  0.188  0.160
O  1.934  0.810  0.058  -0.662
C  -0.022  -0.216  1.048  -0.425
C  -0.939  1.009  0.866  -0.612
C  -0.805  -1.455  0.950  0.302
N  -1.445  -2.413  0.856  -0.321
H  -0.657  -1.041  -1.691  0.225
H  0.898  -0.849  -2.589  0.232
H  0.146  0.583  -1.832  0.207
H  1.129  -0.987  -0.829  0.263
H  1.378  1.603  0.161  0.453
H  0.382  -0.185  2.071  0.268
H  -1.726  1.011  1.625  0.237
H  -1.413  1.009  -0.119  0.223
H  -0.381  1.945  0.990  0.198


Molecular formula: C22H66O11
Method: DFT, ωB97M-V with the def2-TZVPD basis set

Summary:
Calculated total energy, Ha: -1704.935147
F_max, eV/A: 13.88
ΔE to the lowest compared entry with this formula, charge and spin, kJ/mol: 1263.4
SMILES string: CCO.CCO.CCO.CCO.CCO.CCO.CCO.CCO.CCO.CCO.CCO

Each line ends with the Mulliken charge.
Geometry (Å):
C  55.670  -29.592  -13.923  -1.079
C  54.381  -29.209  -14.861  0.223
O  53.527  -28.358  -14.183  -0.553
H  56.405  -30.127  -14.291  0.121
H  55.413  -30.429  -13.114  0.312
H  55.910  -28.710  -13.471  0.407
H  53.904  -30.174  -15.048  0.237
H  54.913  -28.580  -15.791  0.033
H  52.951  -28.045  -14.861  0.330
C  55.188  -34.685  -18.586  -0.980
C  55.692  -35.988  -17.859  -0.202
O  56.381  -35.519  -16.766  -0.425
H  54.473  -34.912  -19.419  0.443
H  55.865  -33.987  -18.915  0.115
H  54.427  -34.031  -18.007  0.288
H  56.513  -36.430  -18.651  0.238
H  54.774  -36.576  -17.525  0.270
H  56.645  -36.357  -16.307  0.263
C  57.592  -24.270  -18.822  -1.301
C  57.884  -25.551  -19.648  1.227
O  58.378  -25.226  -20.865  -0.634
H  56.681  -23.791  -19.273  0.207
H  58.363  -23.563  -19.110  0.383
H  57.594  -24.381  -17.708  0.288
H  56.843  -26.018  -19.843  -0.303
H  58.830  -26.120  -19.137  -0.218
H  58.210  -26.156  -21.161  0.218
C  57.086  -32.391  -22.048  -0.866
C  57.985  -32.552  -23.305  -0.522
O  59.302  -32.329  -23.041  -0.560
H  57.376  -32.907  -21.234  0.447
H  56.053  -32.514  -22.354  0.417
H  56.946  -31.277  -21.670  -0.001
H  57.628  -32.013  -24.140  0.303
H  58.053  -33.518  -23.710  0.485
H  59.894  -32.691  -23.704  0.291
C  53.632  -25.574  -19.606  -0.254
C  53.582  -24.314  -18.808  -0.281
O  52.990  -24.575  -17.565  -0.531
H  54.079  -25.432  -20.612  0.290
H  52.563  -26.083  -19.787  0.236
H  54.232  -26.345  -19.105  -0.199
H  53.078  -23.503  -19.297  0.393
H  54.633  -23.904  -18.627  0.052
H  52.623  -23.701  -17.287  0.308
C  59.117  -32.785  -15.083  -1.045
C  58.772  -32.956  -16.451  -0.281
O  57.406  -32.927  -16.642  -0.525
H  59.961  -33.179  -14.673  0.471
H  58.726  -33.581  -14.517  0.321
H  58.928  -31.672  -14.725  0.081
H  59.238  -33.789  -16.862  0.425
H  59.139  -32.260  -16.973  0.212
H  57.186  -33.759  -16.452  0.247
C  55.837  -29.066  -19.435  -0.246
C  55.726  -30.401  -18.659  -0.140
O  56.741  -30.373  -17.628  0.325
H  55.460  -28.223  -18.771  -0.159
H  55.094  -28.874  -20.315  0.274
H  56.802  -28.769  -20.058  -0.069
H  55.718  -31.180  -19.457  -0.013
H  54.780  -30.484  -18.049  0.320
H  56.766  -31.315  -17.336  -0.139
C  60.139  -27.604  -15.825  -1.298
C  59.094  -28.759  -15.581  0.400
O  57.896  -28.372  -16.316  -0.528
H  61.116  -28.156  -15.799  0.360
H  60.043  -26.689  -15.243  0.375
H  60.087  -27.218  -16.771  0.186
H  58.865  -28.822  -14.549  0.334
H  59.515  -29.677  -16.117  -0.183
H  57.496  -29.114  -16.850  0.239
C  52.182  -29.611  -19.644  -0.494
C  50.653  -29.643  -19.848  -0.525
O  50.376  -29.556  -21.147  -0.477
H  52.404  -30.573  -20.009  0.299
H  52.285  -29.470  -18.514  0.165
H  52.690  -28.766  -20.030  0.141
H  50.078  -28.927  -19.194  0.314
H  50.289  -30.685  -19.488  0.284
H  49.460  -29.641  -21.177  0.314
C  60.659  -29.303  -19.500  -0.953
C  59.804  -30.339  -20.152  -0.393
O  59.835  -30.191  -21.558  -0.798
H  61.699  -29.170  -19.760  0.390
H  60.508  -29.469  -18.392  0.132
H  60.269  -28.341  -19.579  0.060
H  58.794  -30.375  -19.682  0.001
H  60.229  -31.175  -20.044  1.135
H  59.515  -31.090  -22.010  0.316
C  56.776  -26.619  -23.157  -1.389
C  57.624  -27.960  -23.047  -0.009
O  58.346  -27.869  -21.805  -0.057
H  56.226  -26.259  -22.413  0.350
H  56.170  -26.819  -24.153  0.331
H  57.596  -25.938  -23.406  0.384
H  58.241  -28.197  -23.980  0.390
H  56.862  -28.768  -22.997  0.167
H  58.880  -28.477  -21.883  0.056


| no. | highest occupied orbital energy (eV) | Kohn-Sham gap (eV) |
| --- | --- | --- |
| 1 | -10.573 | 9.928 |
| 2 | -8.280 | 8.824 |
| 3 | -8.926 | 9.162 |